Density functional theory data (ωB97M-V/def2-TZVPD) for a molecular structure, C32H50P2Tb in a non-equilibrium geometry.

Last column: Löwdin charge in e.
Atoms and positions in Å:
Tb1 0.027 0.017 -0.021  1.0846
C1 2.123 -0.632 0.679  -0.3420
C2 2.056 0.864 0.796  -0.3377
C3 0.379 -0.082 2.253  -0.3487
C4 1.136 -1.187 1.629  -0.3326
C5 0.951 1.213 1.775  -0.3051
C6 3.261 -1.371 0.045  -0.0469
H1 3.665 -0.886 -0.865  0.0829
H2 3.015 -2.407 -0.245  0.0675
H3 4.113 -1.447 0.755  0.1092
C7 1.076 -2.594 2.074  -0.0391
H4 1.723 -3.276 1.498  0.0810
H5 0.060 -3.017 2.055  0.0582
H6 1.418 -2.671 3.123  0.1090
C8 -0.590 -0.213 3.369  -0.0357
H7 -0.077 -0.100 4.350  0.1107
H8 -1.085 -1.192 3.385  0.0644
H9 -1.404 0.540 3.364  0.0763
C9 0.853 2.421 2.635  -0.0556
H10 1.593 2.335 3.457  0.1088
H11 -0.123 2.516 3.144  0.0729
H12 1.051 3.413 2.180  0.0860
C10 3.287 1.614 0.631  -0.0584
H13 4.020 1.268 1.389  0.1117
H14 3.205 2.695 0.804  0.0801
H15 3.799 1.450 -0.338  0.0843
C11 0.514 2.107 -3.104  -0.1387
C12 1.806 1.957 -2.766  -0.1293
C13 2.868 2.933 -3.152  -0.1718
C14 2.777 4.229 -2.315  -0.1680
C15 1.638 4.241 -1.335  -0.1191
C16 0.366 4.431 -1.731  -0.1258
C17 -0.024 4.574 -3.165  -0.1779
C18 0.015 3.241 -3.943  -0.1760
H16 2.788 3.174 -4.224  0.1163
H17 2.649 5.071 -3.016  0.1119
H18 3.870 2.465 -3.046  0.1166
H19 0.636 3.353 -4.843  0.1162
H20 -0.321 1.468 -2.772  0.0773
H21 2.217 1.141 -2.143  0.0908
H22 -0.996 2.997 -4.327  0.1139
H23 -1.006 5.072 -3.250  0.1148
H24 -0.404 4.728 -1.001  0.1073
H25 0.656 5.284 -3.663  0.1131
H26 3.739 4.474 -1.833  0.1164
H27 1.882 4.369 -0.262  0.1025
P1 -0.017 -1.896 -1.715  0.6875
C19 0.230 -3.525 -0.968  -0.2434
H28 0.057 -4.258 -1.767  0.0591
H29 -0.449 -3.769 -0.144  0.0416
H30 1.265 -3.675 -0.616  0.0436
C20 -1.523 -2.158 -2.660  -0.2532
H31 -1.399 -3.105 -3.208  0.0601
H32 -1.705 -1.364 -3.403  0.0518
H33 -2.422 -2.244 -2.033  0.0504
C21 1.246 -2.033 -2.993  -0.2609
H34 1.140 -1.282 -3.788  0.0513
H35 1.121 -3.022 -3.463  0.0585
H36 2.279 -1.980 -2.609  0.0441
P2 -2.174 1.305 0.069  0.7330
C22 -2.251 2.642 1.294  -0.2584
H37 -3.084 3.287 0.979  0.0633
H38 -1.367 3.264 1.441  0.0244
H39 -2.501 2.256 2.303  0.0590
C23 -3.153 1.635 -1.402  -0.2610
H40 -2.905 2.595 -1.867  0.0452
H41 -4.212 1.713 -1.109  0.0584
H42 -3.096 0.842 -2.172  0.0561
C24 -3.555 0.487 0.907  -0.3047
H43 -4.347 1.241 1.037  0.0636
H44 -3.299 0.104 1.897  0.0427
H45 -3.973 -0.326 0.316  0.0523
C25 -1.647 -1.678 0.812  -0.1571
C26 -2.331 -2.544 1.390  -0.1485
C27 -2.997 -3.617 2.059  -0.2432
C28 -2.552 -4.019 3.346  -0.0425
C29 -3.153 -5.081 3.994  -0.0856
C30 -4.205 -5.776 3.391  -0.0783
C31 -4.650 -5.390 2.121  -0.0864
C32 -4.063 -4.331 1.456  -0.0412
H46 -1.726 -3.481 3.814  0.1034
H47 -2.799 -5.380 4.984  0.1100
H48 -4.671 -6.615 3.910  0.1073
H49 -5.472 -5.940 1.651  0.1097
H50 -4.402 -4.033 0.463  0.1115

Calculated values
Orbital gap (spin up / spin down): 7.05 / 7.35 eV
Net charge: +1
Strongest force on any atom: 6.54 eV/A
Multiplicity: 7
LUMO level (spin up / spin down): -0.11479 / -0.10432 Eh

Density functional theory data (ωB97M-V/def2-TZVPD) for 11 unconnected molecules or ions with the total composition C5H31NO12 in a non-equilibrium geometry.

Last column: Löwdin charge in e.
Atoms and positions in Å:
C1 -0.636 0.268 1.480  -0.1378
O1 -0.185 1.453 0.673  -0.1106
C2 0.648 -0.439 1.947  -0.3530
C3 0.210 -1.693 2.713  -0.2134
C4 -0.267 -2.804 1.869  -0.1801
C5 -1.779 -2.906 1.764  -0.2184
O2 -2.223 -3.674 0.890  0.0029
N1 1.404 0.569 2.739  0.0671
H1 -1.241 -0.160 0.678  0.1165
H2 -1.326 0.479 2.345  0.1340
H3 0.572 1.876 1.014  0.0502
H4 1.284 -0.867 1.027  0.1642
H5 -0.519 -1.407 3.490  0.1193
H6 1.061 -2.116 3.255  0.1191
H7 0.017 -3.830 2.346  0.1615
H8 0.225 -2.824 0.867  0.1112
H9 -2.492 -2.556 2.486  0.1126
H10 0.844 0.700 3.552  0.0746
H11 2.402 0.639 2.667  0.0553
H12 0.693 2.618 -2.635  -0.0109
H13 2.274 2.270 -2.954  0.0431
O3 1.613 2.867 -2.578  -0.0541
H14 -0.213 -1.810 -2.144  0.0051
H15 -0.822 -3.063 -1.727  0.0297
O4 -0.325 -2.371 -1.306  -0.0892
H16 -4.191 -0.612 -0.516  0.0161
H17 -3.840 0.898 -0.311  -0.0315
O5 -4.504 0.256 -0.402  0.0015
H18 2.382 -1.250 -2.851  0.0710
H19 1.453 -0.361 -1.959  -0.0626
O6 2.234 -0.861 -1.953  -0.0419
H20 2.863 -0.503 0.701  -0.0400
H21 4.455 -0.255 0.895  0.0938
O7 3.546 -0.226 1.205  -0.0153
H22 3.637 1.070 0.129  0.0160
H23 3.667 2.309 0.935  0.0315
O8 3.459 2.076 0.008  -0.1101
H24 -2.442 2.755 -1.573  0.0561
H25 -2.785 2.214 -2.880  0.0658
O9 -1.981 2.428 -2.393  -0.0471
H26 0.337 -1.103 -3.821  0.0158
H27 -0.875 -0.275 -3.261  0.0594
O10 -0.606 -1.114 -3.741  -0.0637
H28 -1.900 3.249 1.053  0.1019
H29 -2.856 2.131 1.104  -0.0147
O11 -2.730 2.891 0.587  -0.0510
H30 -0.133 0.831 -1.023  0.0735
H31 -0.451 1.482 -2.378  -0.0089
O12 0.044 0.754 -2.015  -0.1141

Calculated values
Orbital gap: 9.80 eV
Net charge: 0
Strongest force on any atom: 5.74 eV/A
Structure (SMILES): N[C@H](CO)CCC=O.O.O.O.O.O.O.O.O.O.O
Energy relative to the best compared isomer or geometry (same formula, charge and spin): 630.7 kJ/mol
LUMO level: 0.00620 Eh

Density functional theory data (ωB97M-V/def2-TZVPD) for a molecular structure, C33H47ClO3P4Sn in a non-equilibrium geometry.

Last column: Löwdin charge in e.
Atoms and positions in Å:
P1 4.082 2.656 -4.357  1.0812
C1 3.282 4.177 -3.956  -0.4074
C2 4.114 5.298 -3.689  -0.0973
H1 5.157 5.142 -3.414  0.1092
C3 3.599 6.579 -3.851  -0.0731
H2 4.259 7.449 -3.758  0.1165
C4 2.250 6.763 -4.176  -0.0673
H3 1.870 7.761 -4.387  0.1119
C5 1.393 5.657 -4.257  -0.0824
H4 0.327 5.816 -4.427  0.1085
C6 1.891 4.360 -4.142  -0.0992
H5 1.238 3.490 -4.193  0.0939
C7 4.836 1.795 -2.998  -0.3956
C8 4.862 2.386 -1.711  -0.1261
H6 4.160 3.190 -1.475  0.0967
C9 5.824 1.992 -0.788  -0.1012
H7 5.873 2.490 0.187  0.1091
C10 6.771 1.023 -1.134  -0.1054
H8 7.599 0.811 -0.453  0.1082
C11 6.710 0.378 -2.374  -0.0930
H9 7.462 -0.371 -2.647  0.1150
C12 5.732 0.732 -3.298  -0.1049
H10 5.717 0.277 -4.288  0.1124
C13 3.311 1.629 -5.577  -0.3875
C14 3.613 1.880 -6.945  -0.0727
H11 4.144 2.794 -7.212  0.1134
C15 3.267 0.943 -7.903  -0.0667
H12 3.555 1.108 -8.952  0.1229
C16 2.571 -0.215 -7.544  -0.0628
H13 2.335 -0.960 -8.301  0.1122
C17 2.182 -0.422 -6.211  -0.0848
H14 1.604 -1.305 -5.948  0.0968
C18 2.536 0.499 -5.222  -0.1150
H15 2.190 0.385 -4.187  0.0698
Sn1 -0.349 -0.215 0.296  0.7372
C19 1.189 -1.809 0.646  -0.1073
C20 2.381 -1.833 0.038  -0.3224
H16 0.935 -2.588 1.388  0.0627
C21 2.757 -0.797 -1.057  -0.3597
O1 2.934 -1.535 -2.287  -0.0361
H17 3.163 -0.894 -2.985  0.0740
C22 1.838 0.307 -1.340  0.0593
H18 3.692 -0.281 -0.748  0.1389
C23 0.694 0.845 -1.136  -0.2140
Cl1 -2.103 1.557 0.233  0.1030
P2 -1.569 -1.393 -1.697  0.7683
P3 0.917 1.618 1.922  0.7855
C24 -3.313 -0.946 -1.849  -0.2382
H19 -3.395 0.050 -2.303  0.0604
H20 -3.768 -0.938 -0.849  0.0404
H21 -3.778 -1.703 -2.495  0.0706
C25 -0.908 -1.219 -3.379  -0.2234
H22 0.000 -1.824 -3.497  0.0509
H23 -0.668 -0.168 -3.591  0.0525
H24 -1.686 -1.568 -4.075  0.0739
C26 -1.492 -3.163 -1.340  -0.2313
H25 -1.823 -3.337 -0.306  0.0569
H26 -0.461 -3.521 -1.473  0.0465
H27 -2.169 -3.656 -2.052  0.0714
C27 -0.265 2.229 3.161  -0.2451
H28 -0.636 1.387 3.760  0.0542
H29 -1.116 2.694 2.645  0.0324
H30 0.253 2.962 3.792  0.0629
C28 2.236 0.798 2.867  -0.2397
H31 3.097 0.602 2.212  0.0380
H32 1.866 -0.158 3.263  0.0519
H33 2.538 1.454 3.694  0.0665
C29 1.698 3.114 1.239  -0.2219
H34 1.080 3.504 0.417  0.0549
H35 2.702 2.886 0.857  0.0402
H36 1.764 3.865 2.041  0.0673
P4 3.671 -3.118 0.308  0.9068
C30 3.242 -3.972 1.813  -0.1663
C31 5.277 -2.337 0.478  -0.1511
H37 2.208 -4.328 1.780  0.0685
H38 3.341 -3.307 2.677  0.0802
H39 3.899 -4.834 1.970  0.0833
H40 5.560 -1.821 -0.445  0.0564
H41 6.038 -3.095 0.709  0.0850
H42 5.253 -1.603 1.293  0.0765
C32 3.701 -4.271 -1.066  -0.1537
H43 2.718 -4.744 -1.172  0.0771
H44 4.462 -5.044 -0.897  0.0826
H45 3.912 -3.727 -1.991  0.0609
H46 0.235 1.745 -1.560  0.1023
O2 -3.111 -1.541 1.419  -0.0387
C33 -2.465 -1.053 2.362  -0.4708
O3 -1.211 -0.665 2.303  -0.2729
H47 -2.887 -0.910 3.395  0.1571

Calculated values
Orbital gap (spin up / spin down): 3.50 / 3.50 eV
Net charge: +2
Strongest force on any atom: 7.31 eV/A
Energy relative to the best compared isomer or geometry (same formula, charge and spin): 0.0 kJ/mol
LUMO level (spin up / spin down): -0.28246 / -0.28248 Eh